(1)
The following is a DFT calculation (ωB97M-V/def2-TZVPD) of a 3-piece molecular cluster, C6H11N3O2 overall in a non-equilibrium geometry.

Molecular weight = 157.173 g/mol
ΔE to the lowest compared entry with this formula, charge and spin = 350.6 kJ/mol
Spin multiplicity = 1
HOMO energy (alpha / beta) = -14.74 / -11.26 eV
Gap between HOMO and LUMO (alpha / beta) = 5.70 / 2.22 eV
Total charge = +2

```
22
C6H11N3O2 ωB97M-V/def2-TZVPD
C -7.89 -1.93 0.57
C -9.16 -1.64 0.18
C -8.00 0.28 0.24
C 12.76 -0.85 0.70
C -10.42 0.51 -0.30
C 12.47 0.52 0.74
N -7.13 -0.81 0.50
N -6.65 4.53 -0.17
N -9.23 -0.31 -0.09
O -7.82 1.48 0.38
O -7.70 4.29 -0.43
H -7.54 -2.78 1.05
H -10.07 -2.21 0.35
H 13.08 0.93 1.61
H 13.68 -1.12 0.13
H 11.48 0.68 1.03
H -10.31 0.74 -1.40
H -11.31 -0.03 0.07
H -10.29 1.50 0.11
H 12.41 -1.71 1.24
H 12.84 1.09 -0.16
H -6.14 -0.66 0.64
```

(2)
The following is a DFT calculation (ωB97M-V/def2-TZVPD) of one molecule with the formula C6H12N2 in a non-equilibrium geometry.

Molecular weight = 112.176 g/mol
Structure (SMILES) = NC[C@H]1CC2CN1C2
ΔE to the lowest compared entry with this formula, charge and spin = 381.9 kJ/mol
Spin multiplicity = 1
HOMO energy = -8.86 eV
Gap between HOMO and LUMO = 9.91 eV

```
20
C6H12N2 ωB97M-V/def2-TZVPD
C -1.65 0.66 0.28
C -0.46 0.18 -0.46
C 0.68 1.21 -0.45
C 1.79 0.29 0.04
C 1.35 -1.02 -0.71
C 1.02 -0.28 1.22
H -2.07 -1.57 -0.21
H -3.34 -0.72 0.63
H -1.42 0.79 1.38
H -2.14 1.53 -0.26
H -0.73 -0.15 -1.49
H 0.90 1.33 -1.52
H 0.54 2.18 0.16
H 2.78 0.60 -0.09
H 2.03 -1.84 -0.42
H 0.95 -1.21 -1.83
H 1.60 -0.97 1.80
H 0.62 0.54 1.84
N -2.51 -0.58 -0.18
N 0.07 -0.99 0.25
```

(3)
The following is a DFT calculation (ωB97M-V/def2-TZVPD) of F2H12NNaO10S2 as an isolated structure in a non-equilibrium geometry.

Molecular weight = 311.213 g/mol
ΔE to the lowest compared entry with this formula, charge and spin = 119.1 kJ/mol
Spin multiplicity = 1
HOMO energy = -9.80 eV
Gap between HOMO and LUMO = 7.01 eV

```
28
F2H12NNaO10S2 ωB97M-V/def2-TZVPD
Na -3.64 0.51 -0.46
N -1.57 -0.52 -0.28
S -0.77 -1.74 -0.66
O -0.90 -2.97 0.20
O 0.51 -1.55 -1.21
F -1.58 -2.03 -2.04
S -0.67 -0.31 1.15
O 0.79 -0.14 0.97
O -1.21 -0.86 2.39
F -1.06 1.28 1.32
O -2.70 -0.29 4.70
H -2.11 -0.75 4.11
H -2.95 0.50 4.22
O 0.15 2.87 -0.68
H -0.32 3.71 -0.70
H -0.45 2.25 -1.10
O 2.37 1.30 -1.67
H 2.53 1.08 -0.76
H 1.44 1.55 -1.70
O 3.46 -0.76 2.47
H 3.20 -1.67 2.30
H 2.69 -0.24 2.22
O -1.22 1.13 -2.21
H -2.13 1.12 -2.53
H -1.23 0.55 -1.46
O 2.56 -1.26 -3.23
H 1.78 -0.96 -2.77
H 3.03 -1.80 -2.59
```

(4)
The following is a DFT calculation (ωB97M-V/def2-TZVPD) of one molecule with the formula C18H19F3O2S in a non-equilibrium geometry.

Molecular weight = 356.409 g/mol
Structure (SMILES) = Cc1ccc([C@H](C(C)(C)c2ccccc2)S(=O)(=O)C(F)(F)F)cc1
Spin multiplicity = 1
HOMO energy = -9.01 eV
Gap between HOMO and LUMO = 9.56 eV

```
43
C18H19F3O2S ωB97M-V/def2-TZVPD
C -5.40 0.39 -2.25
C -3.88 0.20 -1.98
C -3.29 -1.04 -1.79
C -1.93 -1.13 -1.43
C -1.12 0.02 -1.19
C 0.21 -0.09 -0.47
S 1.40 0.96 -1.35
C 2.84 -0.17 -1.72
F 4.01 0.48 -1.84
F 3.04 -1.17 -0.82
F 2.58 -0.79 -2.90
O 0.89 1.30 -2.68
O 2.11 2.06 -0.57
C -1.73 1.26 -1.55
C -3.10 1.35 -1.88
H -5.57 1.50 -2.29
H -5.79 -0.04 -3.19
H -5.97 0.00 -1.41
H -3.89 -2.00 -1.91
H -1.42 -2.10 -1.36
H 0.68 -1.09 -0.76
H -1.11 2.19 -1.62
H -3.57 2.35 -2.06
C -0.70 -1.23 1.48
C 0.29 0.00 1.08
C -0.29 1.34 1.41
C 1.61 -0.23 1.74
C 2.49 0.88 2.02
C 3.84 0.68 2.43
C 4.30 -0.62 2.70
C 3.44 -1.72 2.50
C 2.11 -1.51 2.10
H -0.39 -2.15 0.80
H -0.60 -1.49 2.57
H -1.72 -0.99 1.19
H 0.30 2.17 1.08
H -1.33 1.45 0.93
H -0.47 1.38 2.54
H 2.13 1.90 1.97
H 4.47 1.56 2.57
H 5.31 -0.77 3.10
H 3.79 -2.73 2.71
H 1.43 -2.36 2.09
```

(5)
The following is a DFT calculation (ωB97M-V/def2-TZVPD) of one molecule with the formula C4H9NO2 in a non-equilibrium geometry.

Molecular weight = 103.121 g/mol
Structure (SMILES) = C[C@H](C=O)NCO
ΔE to the lowest compared entry with this formula, charge and spin = 315.6 kJ/mol
Spin multiplicity = 1
HOMO energy = -8.77 eV
Gap between HOMO and LUMO = 9.51 eV

```
16
C4H9NO2 ωB97M-V/def2-TZVPD
O -1.02 2.12 -0.99
C -1.22 1.28 -0.14
C -0.64 -0.10 -0.13
C -1.07 -0.99 -1.27
N 0.83 -0.01 -0.04
C 1.31 -0.13 1.30
O 2.73 0.07 1.32
H -2.18 1.46 0.38
H -1.10 -0.64 0.73
H -0.86 -2.05 -1.16
H -0.70 -0.72 -2.27
H -2.12 -0.73 -1.45
H 1.10 0.01 -1.01
H 1.14 -1.14 1.63
H 0.92 0.59 2.07
H 2.87 0.97 1.03
```

(6)
The following is a DFT calculation (ωB97M-V/def2-TZVPD) of C4H5Li2O2 as an isolated structure in a non-equilibrium geometry.

Molecular weight = 98.964 g/mol
Spin multiplicity = 1
HOMO energy (alpha / beta) = -12.47 / -12.47 eV
Gap between HOMO and LUMO (alpha / beta) = 7.77 / 7.77 eV
Total charge = +1

```
13
C4H5Li2O2 ωB97M-V/def2-TZVPD
H -0.66 -1.85 0.44
C 0.64 -1.00 -0.52
C 1.27 0.34 -0.29
C 0.32 1.04 0.70
C -1.11 0.66 0.38
O -1.04 0.08 -0.77
O 0.63 -1.67 -1.51
Li -1.97 -1.53 -1.33
Li -2.46 0.01 1.59
H 1.24 0.82 -1.28
H 2.27 0.17 0.13
H 0.29 2.14 0.72
H 0.58 0.79 1.74
```

(7)
The following is a DFT calculation (ωB97M-V/def2-TZVPD) of a 3-piece molecular cluster, C47H51IN5O8P2 overall in a non-equilibrium geometry.

Molecular weight = 1002.804 g/mol
Spin multiplicity = 1
HOMO energy = -11.31 eV
Gap between HOMO and LUMO = 7.83 eV
Total charge = +1

```
114
C47H51IN5O8P2 ωB97M-V/def2-TZVPD
C -1.09 -4.94 -0.98
C 0.20 -4.08 -0.99
C 0.30 -3.17 0.25
C -0.72 -2.01 0.23
N -0.09 -0.90 -0.51
N -0.97 -0.04 -1.18
C -1.28 -0.37 -2.57
C -2.26 -1.53 -2.76
O -2.88 -1.34 -4.01
C -3.05 -2.55 -4.76
C -4.44 -2.57 -5.40
C -1.42 1.02 -0.57
N -2.23 1.94 -1.25
C -3.69 1.68 -1.15
O -3.99 0.35 -0.76
C -5.30 0.05 -1.18
C -5.58 -1.02 -1.98
C -6.87 -1.26 -2.40
C -7.91 -0.44 -2.05
C -7.62 0.63 -1.22
C -6.34 0.87 -0.81
C -1.87 3.30 -0.91
I -1.83 4.52 -2.72
C -0.47 3.41 -0.31
C -0.26 2.49 0.93
P -0.53 3.37 2.56
O -1.70 4.46 2.13
O 0.81 4.33 2.68
N -0.99 1.21 0.75
P -2.20 0.85 1.95
N -3.42 1.82 2.07
H -1.25 -5.28 0.05
H -1.93 -4.34 -1.35
H -0.92 -5.83 -1.58
H 1.04 -4.78 -0.94
H 0.34 -3.53 -1.93
H 0.30 -3.71 1.19
H 1.28 -2.68 0.18
H -0.87 -1.73 1.27
H -1.70 -2.32 -0.17
H 0.57 -1.24 -1.21
H -0.34 -0.67 -3.05
H -1.62 0.50 -3.15
H -2.98 -1.62 -1.94
H -1.68 -2.46 -2.73
H -2.28 -2.56 -5.55
H -2.95 -3.46 -4.16
H -4.68 -1.60 -5.83
H -5.19 -2.78 -4.62
H -4.48 -3.35 -6.15
H -4.15 2.44 -0.51
H -4.12 1.84 -2.15
H -4.82 -1.71 -2.32
H -7.05 -2.11 -3.05
H -8.91 -0.64 -2.42
H -8.44 1.29 -0.95
H -6.18 1.74 -0.18
H -2.56 3.82 -0.25
H -0.17 4.43 -0.08
H 0.23 3.03 -1.06
H 0.82 2.24 0.91
H -1.58 5.28 2.64
H 1.07 4.55 1.77
H -2.66 -0.44 1.62
H -1.47 0.69 3.15
H -3.31 2.59 1.42
C 1.46 0.10 2.95
C 2.48 -0.85 2.84
C 3.16 -1.27 3.97
C 2.84 -0.74 5.21
C 1.84 0.23 5.32
C 1.14 0.64 4.19
C 1.52 0.85 6.64
O 0.64 1.68 6.73
C 2.30 0.42 7.83
C 2.05 1.02 9.06
C 2.76 0.63 10.18
C 3.71 -0.38 10.08
C 3.97 -0.98 8.86
C 3.27 -0.58 7.73
C 3.58 -1.21 6.42
O 4.41 -2.09 6.33
H 0.93 0.41 2.07
H 2.73 -1.26 1.87
H 3.95 -2.01 3.88
H 0.36 1.38 4.28
H 1.30 1.81 9.13
H 2.56 1.10 11.13
H 4.26 -0.69 10.96
H 4.71 -1.76 8.79
C 1.24 2.96 -4.26
C 1.92 3.09 -5.47
C 3.10 2.39 -5.67
C 3.61 1.56 -4.66
C 2.93 1.45 -3.45
C 1.74 2.15 -3.26
C 3.46 0.62 -2.34
O 2.85 0.52 -1.29
C 4.75 -0.09 -2.55
C 5.29 -0.84 -1.51
C 6.49 -1.51 -1.70
C 7.14 -1.46 -2.93
C 6.60 -0.72 -3.97
C 5.41 -0.02 -3.78
C 4.86 0.80 -4.90
O 5.43 0.85 -5.97
H 0.31 3.49 -4.09
H 1.54 3.73 -6.25
H 3.64 2.48 -6.60
H 1.21 2.05 -2.33
H 4.79 -0.88 -0.56
H 6.91 -2.09 -0.88
H 8.06 -1.99 -3.07
H 7.11 -0.67 -4.92
```

(8)
The following is a DFT calculation (ωB97M-V/def2-TZVPD) of C3H5N3O as an isolated structure in a non-equilibrium geometry.

Molecular weight = 99.093 g/mol
ΔE to the lowest compared entry with this formula, charge and spin = 184.2 kJ/mol
Spin multiplicity = 1
HOMO energy = -7.52 eV
Gap between HOMO and LUMO = 8.34 eV

```
12
C3H5N3O ωB97M-V/def2-TZVPD
C -0.81 -0.17 -0.12
C -0.33 1.13 -0.11
C 1.21 -0.37 -0.11
H -2.76 0.07 0.24
H -2.29 -1.53 0.16
H -0.62 2.24 -0.13
H 1.62 1.65 0.13
H 2.38 -1.52 0.23
N -2.13 -0.63 -0.17
N 1.00 0.89 0.02
N 0.17 -1.15 0.03
O 2.57 -0.62 -0.17
```